Entry 1:
C12H14NO2 | the ωB97M-V functional and the def2-TZVPD basis

Last column: natural (NBO) charge in e.
CARTESIAN COORDINATES (ANGSTROEM)
C1 -0.206 1.713 -3.621  -0.619
C2 -0.859 0.066 -0.335  0.204
C3 -1.282 0.515 -1.614  -0.119
C4 -0.138 1.120 -2.242  -0.131
C5 0.865 1.082 -1.313  -0.001
C6 -1.671 -0.726 0.476  -0.254
C7 -2.931 -1.052 0.021  -0.248
C8 -3.405 -0.545 -1.204  -0.249
C9 -2.591 0.222 -2.013  -0.215
N1 0.468 0.384 -0.201  -0.551
H1 -1.286 -1.025 1.450  0.213
H2 -3.581 -1.653 0.655  0.198
H3 0.978 0.457 0.699  0.469
H4 -4.390 -0.807 -1.563  0.194
H5 1.824 1.547 -1.160  0.233
H6 -2.972 0.593 -2.968  0.195
H7 -0.490 2.766 -3.650  0.201
H8 -0.947 1.167 -4.196  0.203
H9 0.723 1.593 -4.170  0.209
C10 2.442 -0.754 3.224  -0.519
C11 1.320 -1.560 2.546  -0.611
C12 3.155 0.257 2.307  0.777
O1 2.499 0.792 1.363  -0.822
O2 4.316 0.557 2.662  -0.756
H10 1.961 -0.100 3.931  0.202
H11 3.173 -1.380 3.727  0.204
H12 1.501 -1.674 1.491  0.217
H13 0.365 -1.030 2.658  0.185
H14 1.157 -2.522 3.040  0.189

Frontier orbital gap (eV): 7.9
Net charge: -1
Energy above the lowest of the compared OMol25 structures with the same formula, charge and spin (kcal/mol): 1.98
Spin multiplicity: 1

=====

Entry 2:
C12H14NS | the ωB97M-V functional and the def2-TZVPD basis

Last column: natural (NBO) charge in e.
CARTESIAN COORDINATES (ANGSTROEM)
C1 -3.852 0.062 0.220  -0.009
C2 -2.612 0.428 -0.054  0.074
C3 -4.288 -0.924 0.906  -0.233
C4 -3.255 -1.741 1.535  -0.347
C5 -1.437 0.212 0.119  -0.029
C6 -1.975 -1.612 1.369  -0.165
C7 0.505 -0.519 -1.188  -0.442
C8 0.606 1.737 0.049  -0.414
C9 1.978 -0.493 -1.471  -0.227
C10 2.111 1.674 -0.155  -0.222
C11 0.578 -0.658 1.263  -0.539
C12 0.056 0.254 0.043  -0.126
N1 2.427 0.950 -1.487  -0.530
S1 -0.440 -2.109 1.637  0.411
H1 -5.200 -1.303 1.328  0.240
H2 -3.839 -2.284 2.370  0.279
H3 0.130 -0.044 -2.090  0.220
H4 0.138 -1.656 -1.085  0.286
H5 0.387 2.321 0.876  0.261
H6 0.235 2.356 -0.784  0.223
H7 2.559 -0.965 -0.634  0.217
H8 2.252 -1.035 -2.418  0.258
H9 2.683 2.674 -0.220  0.247
H10 2.565 1.157 0.703  0.232
H11 1.557 -0.950 0.851  0.204
H12 0.754 0.009 2.129  0.232
H13 3.480 0.954 -1.585  0.456
H14 1.899 1.506 -2.228  0.446

Frontier orbital gap (spin up / spin down) (eV): 6.8 / 6.9
Net charge: +1
Energy above the lowest of the compared OMol25 structures with the same formula, charge and spin (kcal/mol): 142.72
Spin multiplicity: 1

=====

Entry 3:
C12H15AsN8O3OsS4 | the ωB97M-V functional and the def2-TZVPD basis

Last column: natural (NBO) charge in e.
CARTESIAN COORDINATES (ANGSTROEM)
Os1 0.037 0.428 -0.401  1.198
N1 -1.301 4.490 -0.602  -0.318
C1 -0.373 3.682 -0.089  0.240
N2 -0.743 2.436 -0.310  -0.544
C2 -1.926 2.553 -0.994  0.295
N3 -2.296 3.794 -1.187  -0.222
C3 -2.610 1.335 -1.408  0.097
C4 -3.833 1.290 -2.051  0.051
N4 -4.405 0.135 -2.372  -0.346
C5 -3.765 -0.974 -2.031  0.027
C6 -2.527 -0.966 -1.395  0.037
N5 -1.943 0.198 -1.108  -0.417
H1 -1.313 5.497 -0.623  0.436
H2 0.514 4.004 0.430  0.243
H3 -4.354 2.205 -2.304  0.224
H4 -4.230 -1.919 -2.279  0.222
H5 -1.999 -1.868 -1.116  0.263
S1 0.931 -4.864 2.279  -0.740
As1 0.815 -4.450 0.224  0.288
S2 2.596 -1.840 -1.516  -0.035
S3 0.642 -1.258 -1.767  -0.158
S4 2.694 -2.979 0.207  -0.357
O1 2.090 1.239 2.251  -0.638
C7 2.577 1.375 1.145  0.693
C8 3.964 1.928 0.857  -0.511
C9 4.083 1.892 -0.662  -0.520
C10 2.690 1.511 -1.120  0.699
O2 2.247 1.606 -2.243  -0.592
N6 1.947 1.067 -0.035  -0.716
H6 4.702 1.328 1.387  0.247
H7 4.014 2.939 1.265  0.228
H8 4.768 1.122 -1.018  0.253
H9 4.378 2.837 -1.114  0.233
C11 1.629 -1.711 4.295  -0.427
N7 1.084 -1.675 2.960  -0.583
C12 0.192 -0.817 2.530  0.824
N8 -0.400 0.039 3.402  -0.808
O3 -0.192 -0.858 1.314  -0.769
H10 2.443 -2.429 4.304  0.242
H11 0.881 -2.033 5.022  0.206
H12 2.032 -0.735 4.579  0.195
H13 1.443 -2.313 2.253  0.465
H14 0.121 0.306 4.220  0.401
H15 -0.930 0.774 2.968  0.394

Frontier orbital gap (spin up / spin down) (eV): 3.7 / 4.8
Net charge: 0
Energy above the lowest of the compared OMol25 structures with the same formula, charge and spin (kcal/mol): 35.37
<S²>: 6.0206
Spin multiplicity: 5

=====

Entry 4:
C12H15BN2O2 | the ωB97M-V functional and the def2-TZVPD basis

Last column: natural (NBO) charge in e.
CARTESIAN COORDINATES (ANGSTROEM)
C1 2.433 2.885 -1.057  -0.638
C2 1.905 2.474 -2.414  -0.074
O1 0.594 3.022 -2.689  -0.681
B1 -0.485 2.227 -2.659  1.251
O2 -1.552 2.349 -3.458  -0.857
N1 -0.564 1.135 -1.553  -0.485
C3 -0.663 1.546 -0.279  0.123
C4 -0.720 0.631 0.753  -0.202
C5 -0.670 -0.723 0.452  0.024
C6 -0.703 -1.723 1.563  0.061
C7 -0.059 -2.949 1.395  -0.210
C8 -0.066 -3.867 2.426  0.114
N2 -0.679 -3.572 3.580  -0.404
C9 -1.320 -2.410 3.770  0.116
C10 -1.346 -1.463 2.768  -0.211
C11 -0.580 -1.127 -0.873  -0.200
C12 -0.534 -0.165 -1.862  0.121
H1 3.511 2.769 -1.035  0.249
H2 2.164 3.925 -0.896  0.240
H3 2.034 2.283 -0.239  0.185
H4 2.567 2.903 -3.159  0.223
H5 1.954 1.397 -2.579  0.166
H6 -1.299 2.544 -4.369  0.535
H7 -0.670 2.609 -0.094  0.262
H8 -0.777 1.016 1.757  0.257
H9 0.460 -3.201 0.489  0.260
H10 0.408 -4.831 2.346  0.265
H11 -0.666 -4.260 4.325  0.466
H12 -1.786 -2.266 4.731  0.267
H13 -1.865 -0.530 2.912  0.263
H14 -0.547 -2.164 -1.157  0.256
H15 -0.479 -0.466 -2.896  0.258

Frontier orbital gap (eV): 8.7
Net charge: +2
Spin multiplicity: 1

=====

| no. | molecular weight (g mol⁻¹) |
| --- | --- |
| 1 | 204.25 |
| 2 | 204.32 |
| 3 | 712.73 |
| 4 | 230.08 |